No. 1
Here is a structure of composition C20H16Cl3NO9V from the OMol25 dataset. Energies are from ωB97M-V/def2-TZVPD.

Summary:
- Gap between HOMO and LUMO (spin up / spin down): 6.94 / 7.30 eV
- ΔE to the lowest compared entry with this formula, charge and spin: 4.6 kcal/mol
- Spin multiplicity: 2
- Expectation value of S²: 0.7613
- LUMO level (spin up / spin down): -1.53 / -1.34 eV

Cartesian coordinates (Å):
V: -0.01 1.07 0.08
O: -1.68 -2.00 0.06
C: -2.95 -1.40 0.04
C: -3.05 -0.10 -0.74
N: -2.33 1.09 -0.22
C: -2.85 1.52 1.09
C: -1.87 2.49 1.73
O: -2.17 3.31 2.55
O: -0.62 2.29 1.31
C: -2.52 2.19 -1.21
C: -1.27 2.35 -2.06
O: -1.28 2.39 -3.27
O: -0.20 2.42 -1.32
H: -1.27 -1.91 -0.80
H: -3.25 -1.29 1.08
H: -3.69 -2.07 -0.42
H: -4.12 0.16 -0.81
H: -2.70 -0.25 -1.76
H: -2.92 0.66 1.75
H: -3.83 1.99 1.00
H: -2.67 3.13 -0.67
H: -3.40 2.01 -1.83
Cl: 5.10 1.00 -4.91
C: 4.08 1.06 -3.51
C: 4.56 1.68 -2.34
C: 3.79 1.74 -1.21
C: 2.50 1.20 -1.21
O: 1.79 1.24 -0.10
C: 2.02 0.57 -2.38
C: 0.76 -0.09 -2.43
O: -0.08 -0.14 -1.52
C: 2.83 0.51 -3.53
H: 5.56 2.11 -2.35
H: 4.16 2.22 -0.31
H: 0.52 -0.63 -3.35
H: 2.46 0.02 -4.42
Cl: 1.04 -4.45 5.31
C: 0.78 -3.23 4.10
C: 0.03 -2.11 4.42
C: -0.18 -1.13 3.46
Cl: -1.12 0.26 3.89
C: 0.34 -1.24 2.16
O: 0.11 -0.32 1.27
C: 1.11 -2.39 1.87
C: 1.73 -2.67 0.56
O: 1.74 -1.96 -0.42
C: 1.31 -3.38 2.84
H: -0.39 -1.99 5.40
H: 2.20 -3.67 0.52
H: 1.90 -4.25 2.59

***

No. 2
Here is a structure of composition C20H16ClFN4O6PdS from the OMol25 dataset. Energies are from ωB97M-V/def2-TZVPD.

Summary:
- Gap between HOMO and LUMO: 7.84 eV
- ΔE to the lowest compared entry with this formula, charge and spin: 0.0 kcal/mol
- Spin multiplicity: 1
- LUMO level: -0.80 eV

Cartesian coordinates (Å):
Pd: 0.57 -0.80 -0.81
Cl: -1.99 -2.70 -7.29
C: -1.67 -2.15 -5.68
C: -2.74 -1.70 -4.88
C: -2.51 -1.26 -3.61
C: -1.21 -1.24 -3.04
O: -1.12 -0.80 -1.82
C: -0.15 -1.70 -3.86
C: 1.21 -1.71 -3.45
O: 1.70 -1.37 -2.36
C: -0.41 -2.15 -5.18
H: -3.74 -1.70 -5.29
H: -3.33 -0.91 -2.99
H: 1.94 -2.07 -4.19
H: 0.42 -2.50 -5.78
F: 1.08 -4.98 2.17
C: 2.08 -4.16 2.54
C: 1.98 -2.84 2.38
N: 2.98 -1.98 2.76
C: 2.83 -0.55 2.52
C: 2.53 -0.19 1.07
O: 2.58 -1.09 0.17
O: 2.25 1.01 0.89
C: 4.16 -2.44 3.32
O: 5.07 -1.72 3.67
N: 4.21 -3.82 3.47
C: 3.26 -4.77 3.12
O: 3.45 -5.95 3.30
H: 1.10 -2.39 1.94
H: 3.76 -0.07 2.81
H: 2.03 -0.14 3.13
H: 5.07 -4.17 3.88
N: 0.13 2.18 0.65
C: -0.92 1.42 0.85
S: -0.79 -0.30 1.01
N: -2.16 1.94 0.97
C: -2.48 3.32 1.00
C: -1.86 4.18 1.90
C: -2.20 5.52 1.93
C: -3.18 6.00 1.07
C: -3.82 5.14 0.19
C: -3.47 3.80 0.15
H: 1.05 1.71 0.68
H: 0.03 3.17 0.50
H: -2.91 1.27 0.91
H: -1.12 3.78 2.59
H: -1.71 6.18 2.63
H: -3.45 7.05 1.10
H: -4.59 5.52 -0.47
H: -3.95 3.13 -0.55

***

No. 3
Here is a cluster of 3 separate species, C20H16F5NO9PS in total from the OMol25 dataset. Energies are from ωB97M-V/def2-TZVPD.

Summary:
- Gap between HOMO and LUMO: 7.26 eV
- Spin multiplicity: 1
- LUMO level: -4.47 eV
- Total charge: +1

Cartesian coordinates (Å):
N: 4.07 -3.55 -0.71
P: 4.35 -3.41 -2.48
O: 3.35 -4.55 -3.29
S: 3.83 -1.38 -3.06
C: 2.07 -1.25 -3.64
F: 1.77 -2.08 -4.76
F: 1.91 0.11 -4.12
C: 0.98 -1.46 -2.52
C: 0.43 -0.34 -1.58
C: -0.68 -0.59 -0.51
C: -1.29 -2.02 -0.34
C: -0.75 -3.16 -1.26
C: -1.39 -4.63 -1.13
F: -2.34 -4.74 -2.20
F: -2.12 -4.81 0.07
F: -0.43 -5.65 -1.35
C: 0.35 -2.89 -2.31
H: 3.09 -3.89 -0.63
H: 4.05 -2.56 -0.40
H: 3.86 -5.40 -3.34
H: 4.59 -1.18 -4.23
H: 0.82 0.74 -1.67
H: -1.03 0.29 0.14
H: -2.11 -2.17 0.45
H: 0.67 -3.75 -2.98
C: 1.53 4.18 -1.90
C: 1.63 5.45 -2.29
C: 1.31 6.57 -1.36
O: 1.43 7.72 -1.74
C: 0.85 6.24 -0.01
C: 0.74 4.96 0.38
C: 1.09 3.84 -0.54
O: 1.00 2.69 -0.15
O: 0.31 4.64 1.63
O: 2.03 5.78 -3.54
H: 1.76 3.35 -2.56
H: 0.60 7.06 0.65
H: 0.33 3.66 1.66
H: 2.02 6.75 -3.58
C: -2.09 -0.66 5.30
C: -1.82 -0.60 3.99
C: -2.91 -0.54 2.97
O: -2.62 -0.46 1.79
C: -4.29 -0.57 3.45
C: -4.57 -0.64 4.75
C: -3.48 -0.67 5.77
O: -3.76 -0.71 6.95
O: -5.85 -0.68 5.20
O: -0.53 -0.58 3.53
H: -1.31 -0.70 6.04
H: -5.07 -0.55 2.70
H: -5.78 -0.72 6.18
H: -0.60 -0.54 2.56

***

No. 4
Here is a structure of composition C20H17BF4IIrN3O5S2 from the OMol25 dataset. Energies are from ωB97M-V/def2-TZVPD.

Summary:
- Gap between HOMO and LUMO (spin up / spin down): 7.88 / 6.09 eV
- Spin multiplicity: 6
- Expectation value of S²: 8.7718
- LUMO level (spin up / spin down): -0.23 / -2.93 eV

Cartesian coordinates (Å):
Ir: -0.10 -0.15 0.21
O: 8.75 -0.03 -0.41
C: 7.74 -0.34 0.42
O: 7.96 -0.75 1.52
C: 6.34 -0.14 -0.11
C: 6.04 0.05 -1.45
C: 4.73 0.22 -1.86
C: 3.70 0.19 -0.92
S: 2.08 0.45 -1.50
C: 4.00 0.00 0.43
C: 5.31 -0.17 0.83
H: 8.43 0.37 -1.23
H: 6.82 0.04 -2.21
H: 4.50 0.37 -2.90
H: 3.20 -0.02 1.16
H: 5.56 -0.32 1.87
I: 1.61 3.03 -0.02
C: -0.24 1.97 -0.10
H: -0.65 2.18 -1.08
H: -0.86 2.40 0.68
N: -2.21 -1.33 2.74
C: -1.12 -0.77 3.27
C: -0.85 -0.88 4.66
C: 0.23 -0.26 5.20
C: 1.09 0.48 4.38
C: 0.80 0.52 3.04
N: -0.26 -0.10 2.48
H: -2.73 -2.00 3.28
H: -2.46 -1.21 1.77
H: -1.54 -1.46 5.27
H: 0.43 -0.35 6.26
H: 1.95 1.00 4.77
H: 1.44 1.06 2.36
O: -2.20 -4.00 1.76
S: -1.65 -3.83 0.44
O: -2.51 -3.87 -0.69
N: -0.70 -2.46 0.42
C: 0.57 -2.76 0.27
O: 1.42 -1.82 0.23
C: 0.89 -4.19 0.14
C: 2.11 -4.80 -0.06
C: 2.13 -6.19 -0.18
C: 0.96 -6.93 -0.10
C: -0.27 -6.31 0.10
C: -0.27 -4.94 0.22
H: 3.02 -4.22 -0.12
H: 3.07 -6.70 -0.34
H: 1.00 -8.00 -0.20
H: -1.19 -6.88 0.15
F: -3.57 1.17 -1.35
B: -3.00 0.16 -0.65
F: -2.42 0.66 0.57
F: -3.82 -0.89 -0.35
F: -1.82 -0.32 -1.35

***

No. 5
Here is a structure of composition C20H17Br4EuN3O7 from the OMol25 dataset. Energies are from ωB97M-V/def2-TZVPD.

Summary:
- Gap between HOMO and LUMO (spin up / spin down): 4.17 / 5.98 eV
- ΔE to the lowest compared entry with this formula, charge and spin: 29.0 kcal/mol
- Spin multiplicity: 8
- Expectation value of S²: 15.7594
- LUMO level (spin up / spin down): 3.85 / 3.85 eV
- Total charge: -2

Cartesian coordinates (Å):
Eu: -0.21 0.99 0.13
O: 7.08 -0.89 1.31
C: 6.35 -0.06 1.88
O: 6.61 0.81 2.74
C: 4.85 -0.09 1.42
C: 4.30 -1.24 0.86
C: 2.98 -1.24 0.48
N: 2.17 -0.19 0.62
C: 2.71 0.93 1.15
C: 4.02 1.02 1.57
C: 1.58 1.94 1.20
O: 0.72 1.76 2.09
O: 1.35 2.61 0.15
H: 4.94 -2.10 0.72
H: 2.52 -2.12 0.04
H: 4.42 1.92 2.01
Br: -6.58 1.34 -3.16
C: -5.17 1.61 -1.92
C: -5.39 2.29 -0.73
Br: -7.11 3.00 -0.35
C: -4.34 2.46 0.18
Br: -4.60 3.32 1.85
C: -3.05 1.97 -0.06
O: -2.07 2.07 0.78
C: -2.82 1.28 -1.31
O: -1.62 0.83 -1.55
C: -3.89 1.11 -2.19
Br: -3.50 0.15 -3.78
N: -2.24 -1.38 3.48
C: -1.08 -2.12 3.53
C: -0.33 -1.68 2.48
N: -1.01 -0.71 1.79
C: -2.14 -0.54 2.42
H: -3.01 -1.44 4.11
H: -0.89 -2.85 4.30
H: 0.66 -1.98 2.19
H: -2.90 0.18 2.16
C: -0.92 -2.49 -1.01
C: 0.00 -2.03 -2.12
O: 0.59 -0.78 -1.78
C: 1.23 -0.21 -2.91
C: 1.53 1.25 -2.62
H: -1.46 -3.38 -1.33
H: -1.63 -1.70 -0.80
H: -0.35 -2.73 -0.11
H: -0.58 -1.91 -3.05
H: 0.80 -2.76 -2.30
H: 0.55 -0.28 -3.77
H: 2.14 -0.77 -3.14
H: 0.60 1.76 -2.36
H: 1.95 1.73 -3.50
H: 2.25 1.34 -1.80